Record 1
A structure of composition C36H31BrN3O2PRuS2Se2 in a non-equilibrium geometry, computed with ωB97M-V/def2-TZVPD.

```
! wB97M-V def2-TZVPD RIJCOSX def2/J DEFGRID3
* xyz 1 6
Ru 0.8937 0.9500 -0.8244
Se 3.3412 0.7864 -0.9251
P 2.9922 2.9740 -0.7423
Se 0.8293 3.4220 -0.8895
C 3.7872 3.7254 0.6714
C 3.6824 5.1109 0.7893
C 4.3166 5.7490 1.8427
C 5.0495 5.0069 2.7618
C 5.1506 3.6273 2.6356
C 4.5096 2.9764 1.5913
C 3.8049 3.6752 -2.1933
C 5.1942 3.5276 -2.2580
C 5.8909 4.0564 -3.3294
C 5.2090 4.7333 -4.3357
C 3.8328 4.8812 -4.2707
C 3.1222 4.3518 -3.1980
H 3.1149 5.6873 0.0663
H 4.2398 6.8241 1.9476
H 5.5446 5.5091 3.5843
H 5.7146 3.0555 3.3614
H 4.5526 1.8990 1.5051
H 5.7287 3.0086 -1.4705
H 6.9666 3.9445 -3.3803
H 5.7580 5.1491 -5.1721
H 3.3047 5.4094 -5.0556
H 2.0484 4.4625 -3.1522
S -1.4054 0.9814 -1.2858
C -1.8497 -0.7046 -1.1777
N -3.1418 -1.0469 -1.1046
C -3.4769 -2.4690 -1.2249
C -2.5053 -3.2715 -0.4093
N -1.1401 -2.9649 -0.8394
C -0.2062 -4.1016 -0.9397
C -0.5665 -5.0248 -2.0844
C -0.9728 -6.3289 -1.8374
C -1.3329 -7.1661 -2.8896
C -1.2908 -6.6969 -4.1939
C -0.8830 -5.3896 -4.4493
C -0.5229 -4.5582 -3.3991
C -0.8434 -1.6994 -1.1635
S 0.8099 -1.2645 -1.5377
C -4.2483 -0.0937 -0.8811
C -4.9838 -0.4094 0.4001
C -4.3009 -0.3244 1.6136
C -4.9435 -0.6384 2.8020
C -6.2784 -1.0362 2.7853
C -6.9632 -1.1158 1.5809
C -6.3138 -0.8046 0.3890
H -3.4296 -2.7700 -2.2731
H -4.4870 -2.6253 -0.8565
H -2.6842 -4.3337 -0.5552
H -2.6198 -3.0338 0.6507
H -0.2433 -4.6419 0.0065
H 0.7985 -3.7117 -1.0509
H -0.9997 -6.7011 -0.8173
H -1.6434 -8.1850 -2.6871
H -1.5728 -7.3473 -5.0130
H -0.8375 -5.0236 -5.4697
H -0.1921 -3.5409 -3.6015
H -4.9199 -0.1167 -1.7402
H -3.8248 0.9011 -0.8227
H -3.2598 -0.0043 1.6236
H -4.4085 -0.5655 3.7433
H -6.7836 -1.2796 3.7132
H -8.0038 -1.4202 1.5654
H -6.8510 -0.8649 -0.5528
Br -1.5735 -1.7192 5.9567
C -0.4331 -0.3757 5.2847
C 0.1938 0.5020 6.1581
N 1.0006 1.4810 5.7388
C 1.1972 1.5991 4.4232
C 0.6138 0.7561 3.4867
C -0.2215 -0.2580 3.9298
C 0.8809 0.9516 2.0303
O 1.6042 1.8916 1.6721
O 0.2869 0.1705 1.2046
H 0.0402 0.4131 7.2289
H 1.8443 2.4050 4.0909
H -0.6911 -0.9275 3.2193
*
```

**Kohn-Sham gap (spin up / spin down)**: 5.926 / 5.675 eV
**Molecular weight**: 971.66 g/mol
**Energy above the lowest of the compared OMol25 structures with the same formula, charge and spin**: 28.9 kJ/mol

---

Record 2
The molecule C4H11NO in a non-equilibrium geometry, computed with ωB97M-V/def2-TZVPD.

```
! wB97M-V def2-TZVPD RIJCOSX def2/J DEFGRID3
* xyz 0 1
C 0.1017 -2.1342 0.8043
C -0.6470 -0.7760 0.5336
O -1.7651 -0.9364 -0.3882
C 0.3550 0.1941 -0.0784
C -0.0461 1.5023 -0.7460
N 0.6503 2.6919 -0.1269
H 0.6057 -2.5646 -0.0577
H -0.7095 -2.9056 0.9076
H 0.7555 -2.1354 1.7221
H -0.9932 -0.3897 1.4280
H -1.4987 -1.5768 -1.0084
H 0.9738 0.4256 0.7632
H 0.9270 -0.2470 -0.7978
H -0.0411 1.5051 -1.8437
H -1.1123 1.5667 -0.3153
H 0.7848 3.4580 -0.7592
H 1.6592 2.3220 -0.0374
*
```

**SMILES string**: C[C@H](O)CCN
**Kohn-Sham gap**: 10.405 eV
**Molecular weight**: 89.14 g/mol
**Energy above the lowest of the compared OMol25 structures with the same formula, charge and spin**: 183.3 kJ/mol

---

Record 3
A structure of composition C21H29FFeN8O2S, computed with ωB97M-V/def2-TZVPD.

```
! wB97M-V def2-TZVPD RIJCOSX def2/J DEFGRID3
* xyz 1 2
Fe -0.3228 0.3114 0.3683
C -1.2204 -2.6466 3.2099
C -0.7663 -1.7865 2.0735
N -0.7415 -0.4935 2.0698
O -1.1919 0.2505 3.1409
C -0.2776 -2.3814 0.8575
C -0.0268 -3.8304 0.6226
N -0.0494 -1.5182 -0.1160
O 0.4565 -1.9016 -1.1992
H -1.6186 -2.1028 4.0634
H -0.3862 -3.2493 3.5707
H -1.9924 -3.3307 2.8579
H -1.6978 -0.3333 3.7231
H -0.3867 -4.4441 1.4454
H 1.0409 -4.0163 0.4838
H -0.5191 -4.1439 -0.2990
N 1.9197 1.1522 -2.8925
C 0.7532 1.3237 -3.5998
C -0.2547 1.2519 -2.6891
N 0.2744 1.0515 -1.4405
C 1.5815 0.9838 -1.6007
C 2.3796 0.6810 -0.4394
N 1.7362 0.3901 0.6705
C 2.6877 0.1040 1.6151
C 3.9228 0.2508 1.0640
N 3.7125 0.6290 -0.2448
H 2.8394 1.0844 -3.2928
H 0.7465 1.4789 -4.6633
H -1.3144 1.3481 -2.8448
H 2.4227 -0.1841 2.6177
H 4.9102 0.1195 1.4684
H 4.4330 0.7835 -0.9293
C 2.5343 4.7222 0.6282
N 1.3749 4.1040 1.2589
C 1.6478 3.5124 2.5589
C 0.2278 3.8773 0.5930
S -0.8831 2.6528 1.0155
N -0.0788 4.7397 -0.3993
C 0.1918 6.1726 -0.2718
C -1.1493 4.4348 -1.3442
H 3.3953 4.0646 0.7704
H 2.7721 5.6905 1.0713
H 2.3639 4.8485 -0.4373
H 2.2288 4.2267 3.1435
H 2.2227 2.5952 2.4581
H 0.7163 3.2910 3.0712
H 0.7124 6.3841 0.6565
H -0.7608 6.7048 -0.2566
H 0.7822 6.5425 -1.1109
H -1.1191 3.3854 -1.6178
H -0.9941 5.0485 -2.2311
H -2.1309 4.6553 -0.9206
F -6.1098 -0.1696 -1.4100
C -4.8261 -0.1051 -1.0037
C -3.8376 -0.5931 -1.8324
C -2.5154 -0.5136 -1.4102
C -2.1807 0.0481 -0.1791
C -3.2139 0.5009 0.6417
C -4.5416 0.4344 0.2322
H -4.1057 -1.0387 -2.7814
H -1.7422 -0.9365 -2.0419
H -3.0014 0.9331 1.6114
H -5.3470 0.7951 0.8584
*
```

**Kohn-Sham gap (spin up / spin down)**: 7.790 / 7.831 eV
**Molecular weight**: 532.43 g/mol
**Energy above the lowest of the compared OMol25 structures with the same formula, charge and spin**: 4.1 kJ/mol

---

Record 4
A cluster of 3 separate species, C35H29N3O9PS in total in a non-equilibrium geometry, computed with ωB97M-V/def2-TZVPD.

```
! wB97M-V def2-TZVPD RIJCOSX def2/J DEFGRID3
* xyz 1 1
N -7.0909 -1.0638 2.0783
P -6.0254 -2.2482 1.8830
O -5.8005 -3.0314 3.3729
O -6.7338 -3.3222 0.7472
C -4.4739 -1.4513 1.1678
C -3.5062 -2.1110 0.1496
N -2.3329 -1.6521 -0.4402
N -1.9532 -0.4190 -0.1331
C -2.7230 0.3728 0.7523
C -2.1360 1.8724 0.9651
C -2.8624 2.7164 2.0992
C -2.4409 2.3682 3.6073
S -0.6493 1.9609 3.8289
O -0.2779 2.0012 5.2963
O 0.2023 2.9643 3.0765
O -0.2692 0.4519 3.2127
C -4.0024 0.0137 1.5155
H -7.3665 -1.0354 3.0727
H -5.3928 -2.3547 3.9581
H -7.2972 -2.7263 0.1899
H -3.8172 -3.1703 -0.1731
H -1.0766 -0.0639 -0.5685
H -2.3475 2.4048 -0.0387
H -1.0024 1.8026 1.0476
H -2.5695 3.8195 1.9302
H -4.0060 2.7011 2.0459
H -3.1366 1.5850 4.0929
H -2.6194 3.3280 4.2235
H -0.2815 -0.1811 3.9697
H -4.5874 0.6614 2.2365
C -3.8521 -3.3974 -3.0918
C -4.3123 -4.4067 -3.9348
C -3.8585 -4.4785 -5.2466
C -2.9512 -3.5324 -5.7232
C -2.5104 -2.5086 -4.8862
C -2.9533 -2.4486 -3.5654
C -1.5856 -1.4683 -5.3929
O -1.1979 -0.5746 -4.6568
C -1.1476 -1.5254 -6.8046
C -0.3224 -0.5210 -7.3125
C 0.1049 -0.5739 -8.6348
C -0.2822 -1.6339 -9.4518
C -1.1086 -2.6338 -8.9515
C -1.5509 -2.5765 -7.6295
C -2.4591 -3.6267 -7.1172
O -2.8022 -4.5517 -7.8307
H -4.1997 -3.3485 -2.0673
H -5.0237 -5.1394 -3.5679
H -4.2160 -5.2698 -5.8975
H -2.6018 -1.6618 -2.9078
H -0.0144 0.3060 -6.6809
H 0.7422 0.2108 -9.0291
H 0.0576 -1.6782 -10.4813
H -1.4106 -3.4543 -9.5943
C 3.6086 1.3539 6.3944
C 2.8330 1.3144 5.2377
C 3.4145 1.5673 4.0006
C 4.7726 1.8728 3.9169
C 5.5440 1.9364 5.0774
C 4.9614 1.6648 6.3162
C 6.9761 2.3081 5.0078
O 7.6512 2.3602 6.0204
C 7.5714 2.6235 3.6894
C 8.9038 3.0308 3.6138
C 9.4753 3.3164 2.3785
C 8.7216 3.1874 1.2140
C 7.3923 2.7872 1.2853
C 6.8115 2.5137 2.5245
C 5.3856 2.1228 2.5926
O 4.7230 2.0135 1.5739
H 3.1560 1.1475 7.3589
H 1.7768 1.0844 5.3006
H 2.8063 1.5300 3.1024
H 5.5594 1.6996 7.2210
H 9.4977 3.1304 4.5167
H 10.5101 3.6380 2.3227
H 9.1703 3.4035 0.2499
H 6.8089 2.6932 0.3751
*
```

**Kohn-Sham gap**: 4.853 eV
**Molecular weight**: 698.67 g/mol

---

Record 5
A cluster of 14 separate species, C42H98N14O14 in total in a non-equilibrium geometry, computed with ωB97M-V/def2-TZVPD.

```
! wB97M-V def2-TZVPD RIJCOSX def2/J DEFGRID3
* xyz 0 1
C 3.1375 2.8590 5.4894
O 3.5634 2.8971 6.6240
N 1.8443 2.6975 5.1501
C 1.3603 2.7343 3.7929
C 0.7970 2.5937 6.1364
H 3.8033 2.9445 4.6111
H 0.9013 3.6955 3.5373
H 0.6225 1.9407 3.6655
H 2.1470 2.5749 3.0523
H 0.4567 1.5497 6.1735
H 1.0722 2.8780 7.1439
H -0.0784 3.1306 5.7650
C 2.5053 -2.6068 -3.9683
O 2.7357 -1.7670 -3.1202
N 3.4352 -3.4007 -4.5369
C 3.0530 -4.3882 -5.5196
C 4.8033 -3.3478 -4.1008
H 1.5053 -2.7486 -4.4161
H 2.8847 -3.9306 -6.4983
H 2.1560 -4.9184 -5.1991
H 3.8396 -5.1275 -5.6470
H 4.9689 -2.5352 -3.3990
H 5.1056 -4.2929 -3.6378
H 5.4888 -3.1851 -4.9404
C -4.3146 2.7967 -2.0894
O -3.9572 3.3331 -3.1203
N -3.8084 3.0395 -0.8618
C -4.1422 2.2144 0.2680
C -2.8766 4.1142 -0.6107
H -5.1597 2.0908 -2.0464
H -3.3103 1.6559 0.7011
H -4.9670 1.5320 0.0444
H -4.5715 2.8525 1.0531
H -3.0456 4.8903 -1.3516
H -3.0472 4.4715 0.4086
H -1.8423 3.7592 -0.5913
C -0.0475 -5.4267 3.2389
O 1.1487 -5.5639 3.3216
N -0.6662 -4.3629 2.6690
C -2.0954 -4.3392 2.4600
C 0.1009 -3.2487 2.1814
H -0.7642 -6.1644 3.6440
H -2.3366 -4.2134 1.3984
H -2.5193 -3.4432 2.9343
H -2.5554 -5.2403 2.8505
H 1.0304 -3.1584 2.7397
H 0.3575 -3.3278 1.1183
H -0.4944 -2.3452 2.3416
C -1.0417 -0.7739 0.0643
O -2.0371 -0.4623 0.7175
N 0.1739 -0.2484 0.1846
C 1.2985 -0.7285 -0.5926
C 0.4695 0.7908 1.1481
H -1.1384 -1.5774 -0.6820
H 1.6612 0.0420 -1.2805
H 1.0828 -1.6400 -1.1363
H 2.1539 -0.8387 0.0810
H 1.3343 0.4585 1.7285
H 0.7480 1.7120 0.6255
H -0.3917 0.9616 1.7803
C 5.4369 0.4083 -0.7271
O 5.8904 -0.6474 -1.1216
N 4.8917 0.6182 0.4869
C 4.3737 1.9194 0.8419
C 4.7455 -0.4239 1.4636
H 5.4790 1.3080 -1.3622
H 3.2964 1.8645 1.0202
H 4.5725 2.6294 0.0425
H 4.8734 2.2886 1.7427
H 5.3769 -0.2113 2.3340
H 3.7185 -0.4490 1.8386
H 5.0466 -1.3692 1.0274
C -1.7857 -0.2552 4.0979
O -0.7668 -0.1235 4.7475
N -2.9966 -0.5857 4.6009
C -4.1151 -0.8348 3.7131
C -3.2030 -0.7417 6.0118
H -1.8255 -0.0995 3.0082
H -3.8017 -0.8730 2.6704
H -4.8890 -0.0605 3.7991
H -4.6066 -1.7778 3.9698
H -3.7291 0.1174 6.4376
H -3.7941 -1.6359 6.2304
H -2.2532 -0.8905 6.5198
C -3.9259 4.9284 3.2086
O -4.9097 4.2750 2.9333
N -2.7921 4.4349 3.7708
C -1.7732 5.3169 4.2843
C -2.7267 3.0429 4.1278
H -3.8236 6.0033 2.9835
H -1.5821 5.1286 5.3443
H -2.0528 6.3650 4.1833
H -0.8288 5.1859 3.7465
H -1.7823 2.5487 3.8658
H -2.7804 2.9047 5.2154
H -3.4982 2.5104 3.5779
C 0.1887 -6.1791 -2.1546
O 1.0898 -5.4921 -1.7121
N -1.1144 -5.8443 -2.1514
C -2.1477 -6.8171 -2.4450
C -1.5569 -4.5995 -1.5784
H 0.4103 -7.1549 -2.6124
H -1.7613 -7.6548 -3.0159
H -2.9595 -6.3196 -2.9763
H -2.5730 -7.1898 -1.5053
H -1.9239 -3.9041 -2.3436
H -2.3983 -4.7689 -0.9002
H -0.7424 -4.1224 -1.0397
C 0.5719 5.1124 -0.5962
O 0.4009 4.0009 -0.1255
N 1.1450 6.1608 0.0352
C 1.2788 7.4477 -0.6061
C 1.7412 6.0074 1.3381
H 0.3333 5.3244 -1.6498
H 2.3363 7.7240 -0.6714
H 0.8485 8.2293 0.0327
H 0.7762 7.4527 -1.5664
H 1.8524 4.9464 1.5522
H 2.7516 6.4270 1.3319
H 1.1530 6.4949 2.1178
C -5.8706 -0.5862 -2.6532
O -4.8337 -0.3378 -3.2316
N -5.9504 -1.1461 -1.4210
C -7.1984 -1.2580 -0.7042
C -4.7520 -1.5732 -0.7355
H -6.8714 -0.3225 -3.0356
H -7.9885 -0.7991 -1.3016
H -7.1400 -0.6690 0.2142
H -7.4539 -2.2996 -0.5155
H -4.4315 -0.8728 0.0367
H -4.9234 -2.5576 -0.2892
H -3.9526 -1.6699 -1.4677
C 1.9645 3.0593 -3.3412
O 1.4006 4.0842 -3.6558
N 2.9783 2.4680 -4.0212
C 3.2629 1.0607 -3.7677
C 3.3904 2.9944 -5.3032
H 1.6218 2.4680 -2.4720
H 2.8413 0.4714 -4.5824
H 2.7898 0.7984 -2.8270
H 4.3270 0.8472 -3.6619
H 3.0601 4.0215 -5.4405
H 4.4818 3.0453 -5.3594
H 2.9877 2.3974 -6.1259
C -2.5277 0.9540 -5.1626
O -2.6715 0.8112 -6.3614
N -1.3682 0.7474 -4.4890
C -0.1299 0.5586 -5.1627
C -1.3568 0.5263 -3.0623
H -3.3813 1.2348 -4.5361
H 0.6253 1.2755 -4.8243
H -0.2472 0.6861 -6.2374
H 0.2847 -0.4496 -5.0074
H -0.5746 1.1528 -2.6078
H -2.2958 0.8192 -2.6032
H -1.0658 -0.5154 -2.8855
C 3.7388 -5.6546 0.7527
O 4.4377 -6.5100 1.2564
N 4.2109 -4.5845 0.0701
C 5.6291 -4.3690 -0.0666
C 3.3421 -3.6294 -0.5776
H 2.6389 -5.6319 0.8160
H 5.9450 -3.5080 0.5382
H 5.8650 -4.0764 -1.0928
H 6.1702 -5.2474 0.2639
H 3.6228 -2.6162 -0.2933
H 3.3652 -3.7423 -1.6606
H 2.3059 -3.8148 -0.2947
*
```

**Kohn-Sham gap**: 8.663 eV
**Molecular weight**: 1023.33 g/mol
**Energy above the lowest of the compared OMol25 structures with the same formula, charge and spin**: 661.2 kJ/mol